[1]
{
  "formula": "C29H42CrN3OS2SbSi3",
  "method": "the ωB97M-V functional and the def2-TZVPD basis",
  "homo_ev": [-1.2, -1.3],
  "max_force_ha_per_bohr": 0.0317,
  "charge": -2,
  "multiplicity": 5,
  "gap_ev": [5.8, 5.0],
  "de_lowest_kcal_mol": 42.2,
  "s2": 6.08,
  "species": ["Cr", "S", "C", "C", "C", "C", "C", "C", "S", "H", "H", "H", "H", "C", "Sb", "C", "C", "C", "C", "C", "C", "N", "Si", "C", "C", "C", "C", "C", "C", "C", "C", "C", "N", "Si", "C", "C", "C", "Si", "C", "C", "C", "H", "H", "H", "H", "H", "H", "H", "H", "H", "H", "H", "H", "H", "H", "H", "H", "H", "H", "H", "H", "H", "H", "H", "H", "H", "H", "H", "H", "H", "H", "H", "H", "H", "H", "H", "H", "H", "H", "O", "C", "N"],
  "positions_angstrom": [[0.078085, 1.310716, -0.242802], [-2.008227, 0.228675, -0.293789], [-3.207390, 1.488301, -0.258765], [-4.562646, 1.144350, -0.223929], [-5.553186, 2.111156, -0.179560], [-5.200394, 3.456862, -0.188156], [-3.861871, 3.813651, -0.242697], [-2.849287, 2.849209, -0.267335], [-1.183544, 3.357528, -0.291851], [-4.813417, 0.089120, -0.214682], [-6.598587, 1.822930, -0.137766], [-5.963558, 4.227269, -0.145005], [-3.564060, 4.856009, -0.262513], [3.330738, 0.169532, 1.156988], [1.305754, -0.614347, 1.216068], [0.303984, 1.041501, 2.041252], [-1.012333, 0.725449, 2.636071], [-1.428361, -0.568698, 3.015604], [-2.705899, -0.770743, 3.485019], [-3.563847, 0.312382, 3.625983], [-3.041609, 1.564310, 3.350476], [-1.810550, 1.774751, 2.909513], [1.056974, 2.432550, 3.067455], [0.129239, 4.081631, 3.184925], [2.860588, 2.965322, 2.776604], [1.088159, 1.684836, 4.832520], [0.848087, -2.090541, -2.046033], [0.152478, -0.902056, -2.422026], [-1.047644, -0.916692, -3.179902], [-1.606590, 0.247995, -3.647559], [-0.959399, 1.460793, -3.417693], [0.189523, 1.448377, -2.644544], [0.712896, 0.321492, -2.106671], [2.684219, -2.115311, -2.114022], [3.699401, -2.835926, -0.654664], [3.208863, -3.321124, -3.519453], [3.515182, -0.465841, -2.554144], [-0.063472, -3.670174, -1.773204], [1.004679, -4.846407, -0.721985], [-0.488020, -4.666197, -3.359817], [-1.686284, -3.610324, -0.793424], [3.857031, -0.051257, 2.087051], [3.286297, 1.237805, 0.981923], [3.855865, -0.309249, 0.330196], [-0.744453, -1.401775, 2.918917], [-3.037729, -1.769615, 3.747354], [-4.592264, 0.193580, 3.940255], [-3.648381, 2.458307, 3.480091], [-0.201004, 4.399894, 2.194674], [0.781151, 4.856805, 3.602846], [-0.759853, 3.993492, 3.807465], [3.024078, 3.305626, 1.754936], [3.580655, 2.177628, 3.002784], [3.061244, 3.811977, 3.438704], [0.069649, 1.501623, 5.184720], [1.577279, 2.357050, 5.544415], [1.615846, 0.727427, 4.846297], [-1.504749, -1.867480, -3.423200], [-2.524371, 0.218567, -4.223985], [-1.320202, 2.389174, -3.838166], [0.836118, 2.317537, -2.626746], [3.707663, -3.927543, -0.692147], [3.290900, -2.551782, 0.317734], [4.737080, -2.495357, -0.702062], [2.880236, -4.338993, -3.286654], [4.295813, -3.346464, -3.655412], [2.756049, -3.045647, -4.475602], [3.286535, 0.292354, -1.802888], [3.141131, -0.093654, -3.510993], [4.601519, -0.569480, -2.630379], [1.909534, -5.162784, -1.247698], [0.439084, -5.742184, -0.451747], [1.308747, -4.344333, 0.199787], [0.357344, -4.648409, -4.052747], [-1.350276, -4.244773, -3.883008], [-0.716721, -5.710794, -3.126044], [-1.486554, -3.267706, 0.225275], [-2.170233, -4.590212, -0.734540], [-2.392056, -2.898808, -1.221734], [2.863899, 4.535112, -0.648434], [2.248778, 3.520918, -0.473926], [1.690680, 2.491141, -0.291802]],
  "forces_ev_per_a": [[-0.672, 1.083, 0.651], [-0.028, -0.514, 0.095], [-0.130, 0.206, 0.043], [0.091, -0.022, 0.025], [-0.105, 0.034, -0.005], [-0.006, 0.089, 0.010], [-0.013, -0.103, 0.007], [-0.136, 0.085, 0.002], [0.264, -0.175, -0.042], [-0.049, 0.016, 0.006], [0.020, -0.031, -0.001], [-0.006, -0.018, -0.030], [-0.053, 0.017, 0.036], [-0.098, -0.177, -0.155], [0.253, 0.222, 0.644], [0.576, -0.422, -0.119], [-0.407, -0.108, 0.403], [0.124, 0.135, -0.126], [-0.093, -0.061, 0.071], [0.038, 0.009, -0.049], [-0.085, 0.056, 0.004], [0.095, -0.132, -0.347], [0.305, 0.274, 0.424], [0.055, -0.152, -0.117], [-0.213, -0.200, -0.113], [-0.116, 0.145, -0.149], [-0.243, -0.116, 0.372], [0.480, -0.191, 0.033], [-0.214, 0.225, -0.117], [0.195, -0.253, 0.076], [0.191, 0.227, 0.017], [-0.009, -0.532, -1.539], [-0.331, 0.055, -0.244], [0.299, -0.173, -0.450], [-0.323, -0.001, 0.047], [-0.023, 0.098, 0.116], [-0.202, -0.078, 0.134], [0.185, -0.222, -0.031], [0.039, 0.096, -0.207], [0.126, 0.128, 0.133], [0.150, 0.369, -0.071], [-0.047, -0.013, 0.036], [0.014, -0.041, -0.012], [-0.029, 0.015, 0.077], [-0.060, -0.017, -0.006], [0.019, -0.009, -0.045], [0.005, 0.010, 0.044], [0.000, -0.040, 0.039], [-0.014, -0.019, -0.029], [0.066, -0.075, -0.011], [-0.012, -0.054, -0.007], [0.078, 0.003, 0.105], [-0.009, 0.017, 0.000], [-0.063, -0.021, 0.085], [-0.002, 0.007, 0.010], [0.006, 0.033, -0.020], [0.046, 0.011, -0.056], [0.015, -0.049, 0.025], [-0.008, -0.017, -0.006], [-0.040, 0.030, 0.092], [-0.216, 0.156, 0.492], [-0.008, 0.016, -0.021], [0.104, -0.054, 0.008], [-0.002, 0.074, -0.040], [-0.004, -0.009, -0.007], [0.016, 0.007, 0.049], [-0.033, 0.062, 0.024], [0.024, 0.029, -0.097], [-0.043, 0.018, 0.024], [0.030, -0.149, 0.006], [-0.013, -0.029, 0.046], [-0.051, -0.012, -0.036], [0.007, -0.006, -0.002], [0.004, -0.011, 0.006], [-0.013, 0.031, 0.002], [-0.030, -0.008, 0.035], [-0.003, 0.028, 0.015], [0.108, -0.041, -0.096], [-0.093, 0.064, -0.002], [-0.076, -0.099, 0.060], [0.079, -0.074, -0.165], [0.313, 0.350, -0.064]],
  "mulliken_charge": [0.419, 0.010, -0.378, -0.671, -0.625, -0.573, -0.715, 0.728, -0.570, 0.409, 0.336, 0.328, 0.400, -1.112, 0.706, 0.784, -0.756, -0.699, -0.542, -0.531, -0.623, 0.091, 0.486, -1.032, -1.224, -1.303, 1.530, -0.557, -0.458, -0.547, -0.916, 0.081, 0.121, 0.122, -0.983, -1.337, -0.840, 0.003, -0.977, -1.299, -0.956, 0.442, 0.145, 0.269, 0.403, 0.385, 0.390, 0.370, 0.215, 0.399, 0.255, 0.315, 0.280, 0.412, 0.284, 0.368, 0.273, 0.143, 0.365, 0.391, 0.470, 0.438, 0.157, 0.361, 0.302, 0.299, 0.315, 0.018, 0.308, 0.353, 0.269, 0.378, 0.152, 0.338, 0.366, 0.326, 0.189, 0.373, 0.265, -0.788, 0.775, -0.099]
}

=====

[2]
{
  "formula": "C8H17BO2",
  "method": "the ωB97M-V functional and the def2-TZVPD basis",
  "homo_ev": -10.4,
  "max_force_ha_per_bohr": 0.0108,
  "multiplicity": 1,
  "gap_ev": 10.6,
  "de_lowest_kcal_mol": 97.3,
  "species": ["B", "C", "C", "C", "C", "C", "C", "O", "C", "C", "O", "H", "H", "H", "H", "H", "H", "H", "H", "H", "H", "H", "H", "H", "H", "H", "H", "H"],
  "positions_angstrom": [[0.622875, -2.657576, 1.179625], [1.536505, -2.193091, 0.013237], [0.974708, -0.916854, -0.681173], [1.888488, 0.305819, -0.524198], [1.187428, 1.665004, -0.500971], [0.435483, 2.021455, 0.787081], [-0.958988, 1.449538, 0.988619], [-1.804522, 1.798931, -0.119235], [-2.140326, 0.816884, -1.006270], [-2.803722, -0.410627, -0.419210], [-1.997335, 0.983981, -2.177592], [1.023349, -2.836432, 2.290907], [-0.544448, -2.835772, 0.982187], [1.539020, -3.015611, -0.714736], [2.570611, -2.036636, 0.321713], [0.835086, -1.122705, -1.742992], [-0.015447, -0.690757, -0.288718], [2.488990, 0.205258, 0.386100], [2.589447, 0.306279, -1.362041], [1.962837, 2.425363, -0.619926], [0.523735, 1.777260, -1.362395], [1.045925, 1.749590, 1.655552], [0.322248, 3.107589, 0.814998], [-0.961494, 0.369774, 1.147864], [-1.405958, 1.900099, 1.875764], [-2.178206, -1.283591, -0.604852], [-3.732852, -0.565101, -0.963949], [-3.003439, -0.318071, 0.644610]],
  "forces_ev_per_a": [[0.012, -0.047, 0.154], [-0.092, 0.079, -0.042], [0.123, -0.122, -0.022], [-0.115, 0.022, -0.016], [0.009, -0.013, 0.010], [0.038, 0.085, -0.071], [-0.194, -0.029, 0.168], [0.329, -0.046, -0.205], [-0.224, -0.047, 0.503], [0.154, -0.025, -0.103], [-0.016, 0.099, -0.344], [0.004, -0.020, -0.024], [0.006, 0.052, -0.055], [0.046, -0.025, 0.033], [0.034, -0.019, -0.075], [-0.114, 0.104, -0.006], [-0.002, -0.009, -0.019], [-0.026, 0.005, 0.010], [0.131, -0.026, 0.094], [-0.014, 0.025, -0.052], [-0.028, -0.042, 0.009], [-0.049, -0.006, 0.022], [0.027, 0.012, 0.022], [0.053, 0.001, -0.061], [-0.014, 0.007, 0.013], [-0.008, -0.023, 0.042], [-0.038, 0.025, 0.020], [-0.033, -0.016, -0.007]],
  "nbo_charge": [0.499, -0.804, -0.382, -0.394, -0.406, -0.421, -0.067, -0.539, 0.810, -0.749, -0.552, -0.092, -0.105, 0.253, 0.221, 0.216, 0.181, 0.190, 0.209, 0.211, 0.223, 0.204, 0.215, 0.172, 0.191, 0.244, 0.252, 0.222]
}